The molecule C3H7NO3, computed with the ωB97M-V functional and the def2-TZVPD basis.

ORCA input file:
```
! wB97M-V def2-TZVPD RIJCOSX def2/J DEFGRID3
* xyz 0 1
O -1.30 0.69 -1.16
C -1.37 -0.37 -0.67
O -2.35 -1.27 -0.86
C -0.41 -0.87 0.46
C 0.98 -0.23 0.42
N 0.97 1.20 0.70
O 1.84 1.79 -0.30
H -2.73 -0.98 -1.57
H -0.73 -0.71 1.52
H -0.19 -1.80 0.13
H 1.34 -0.52 -0.60
H 1.60 -0.82 1.27
H -0.01 1.60 0.52
H 2.37 2.28 0.15
*
```

Kohn-Sham gap in eV: 10.03
Structure (SMILES): O=C(O)CCNO
Maximum force in eV/Å: 8.375
Energy relative to the best compared isomer or geometry (same formula, charge and spin) in eV: 4.318
HOMO energy in hartree: -0.3425

Taken from the Löwdin analysis, the atomic charges in e are: O 0.15; C -0.52; O 0.18; C -0.10; C -0.25; N -0.08; O -0.02; H 0.03; H 0.15; H 0.07; H 0.13; H 0.15; H 0.14; H -0.02